Entry 1:
DFT (ωB97M-V with the def2-TZVPD basis set) results for a molecular structure, C16H31BeNP2S in a non-equilibrium geometry.

The geometry in XYZ format:
```
52
Properties=species:S:1:pos:R:3:forces:R:3
P -1.127904 2.128402 2.075198 1.0 -1.0 -0.1
P 2.054007 -1.281337 1.483977 -2.9 3.0 1.5
C 0.271875 0.437870 0.065733 0.1 1.1 -0.2
C 0.787494 -0.926783 0.251725 1.4 -2.5 -1.1
H 0.873349 1.051423 -0.608638 -0.3 -0.2 -0.4
H -0.802653 0.453504 -0.150700 1.0 -0.1 0.0
H -0.017747 -1.687842 0.229611 0.9 0.4 0.1
H 1.494278 -1.065983 -0.583828 -0.6 -0.8 0.2
C 3.624464 -0.710759 0.906407 1.2 -0.4 -0.3
H 4.368277 -0.850344 1.701514 -0.1 0.1 -0.2
H 3.600298 0.355585 0.629066 -0.4 -0.4 0.2
H 3.937209 -1.278458 0.019902 0.1 0.1 0.3
C 1.894832 -2.853703 2.232033 0.7 -1.1 0.0
H 2.134767 -3.632781 1.501426 0.0 -0.1 0.3
H 0.867842 -2.999754 2.598922 0.2 0.4 -0.2
H 2.599756 -2.892267 3.074527 -0.2 -0.1 -0.1
C -1.321155 3.500075 0.874896 0.1 0.6 0.0
H -1.807271 4.370335 1.349500 0.1 -0.3 -0.2
H -1.914392 3.200504 -0.006215 0.2 0.0 0.5
H -0.332884 3.813710 0.507093 -0.3 -0.1 0.2
C -2.810988 1.422475 2.099657 -0.5 -0.2 0.3
H -2.743502 0.374886 2.423895 0.0 0.4 0.0
H -3.269827 1.425813 1.096429 0.3 0.1 0.3
H -3.462145 1.966846 2.799525 0.0 -0.1 -0.2
Be 0.377128 0.682253 1.638400 -0.9 1.6 2.8
C 0.062770 -2.174386 -2.052648 1.5 0.0 -0.7
C 1.111034 -1.417833 -2.479842 -1.0 -2.1 -0.3
C 1.055373 -0.428461 -3.575038 -0.2 0.5 -0.4
C -0.275541 0.362390 -3.715146 0.3 0.2 -0.5
C -1.031068 0.741108 -2.463957 -1.0 0.1 -0.2
C -2.009134 -0.001004 -1.911559 -0.1 1.2 -1.1
C -2.408350 -1.373066 -2.351568 0.0 -0.4 0.0
C -1.237419 -2.297753 -2.773796 -0.5 -0.4 -0.2
C -0.751903 2.811155 3.694606 -0.3 0.8 0.4
H 0.169730 -2.878496 -1.206769 0.3 0.4 -0.8
H 2.142189 -1.628014 -2.171040 -0.5 0.1 0.4
H 1.211900 -0.951510 -4.534669 0.2 0.3 0.1
H 1.893048 0.275824 -3.422830 -0.3 -0.2 -0.2
H 0.021851 1.305775 -4.208982 -0.4 -0.4 0.0
H -0.937977 -0.180737 -4.416385 0.2 0.4 0.4
H -0.817933 1.759412 -2.081917 -0.2 -0.8 -0.1
H -2.680465 0.442915 -1.160151 0.6 -0.1 -0.1
H -3.094725 -1.353446 -3.220570 0.0 0.1 0.5
H -2.954129 -1.828706 -1.505494 0.2 0.0 -0.4
H -1.592579 -3.324930 -2.569468 0.2 0.3 -0.4
H -1.052915 -2.217208 -3.861108 -0.2 -0.1 0.5
H -0.457727 1.998150 4.364217 -0.1 0.1 -0.1
H -1.598439 3.368300 4.103863 0.1 0.1 0.2
H 0.122828 3.475716 3.603790 -0.3 -0.2 0.0
S 2.421917 0.563449 5.214453 0.0 0.8 1.7
C 1.974266 0.069232 3.807434 1.2 -0.9 -0.4
N 1.438291 -0.121546 2.684519 -0.6 0.0 -1.8
```
Positions in Å, forces in eV/Å.

HOMO (spin up / spin down) = -2.9649 / -4.5173 eV
Total charge = 0
Energy = -1778.3928 Eh
E_LUMO (spin up / spin down) = 0.40 / 0.34 eV


Entry 2:
DFT (ωB97M-V with the def2-TZVPD basis set) results for a molecular structure, C5H8BrF in a non-equilibrium geometry.

The geometry in XYZ format:
```
15
Properties=species:S:1:pos:R:3:forces:R:3
C 1.346451 1.228025 -0.722570 0.2 -2.8 -2.3
C 2.186932 0.594706 0.169610 -0.5 -0.6 -0.9
C -2.685582 -0.626974 -0.281565 2.2 0.0 -4.4
C 2.401860 -0.729131 0.328623 0.6 -1.0 0.8
C -1.562369 -0.245405 0.576152 -0.7 0.0 2.0
F -1.894533 -0.714352 1.863371 1.2 0.9 -1.2
Br -0.837163 1.479032 0.499946 -1.6 -0.2 1.0
H 1.276121 2.244161 -0.996449 0.3 1.0 0.2
H 0.898001 0.523998 -1.472953 0.2 0.9 0.6
H 2.675325 1.185308 0.837658 1.6 1.8 1.8
H -3.589511 -0.562496 0.183005 -2.5 0.0 1.6
H -2.789697 0.016346 -1.231124 0.5 -0.9 1.4
H -2.477499 -1.662335 -0.641264 -0.5 0.5 0.3
H 3.099646 -1.176078 1.032611 0.1 0.9 0.3
H 1.952017 -1.554808 -0.145054 -1.0 -0.3 -1.3
```
Positions in Å, forces in eV/Å.

HOMO (spin up / spin down) = -7.1245 / -8.4722 eV
Total charge = 0
Energy = -2869.0022 Eh
E_LUMO (spin up / spin down) = -0.37 / 0.04 eV


Entry 3:
DFT (ωB97M-V with the def2-TZVPD basis set) results for a single C20H31N5O4 molecule.

The geometry in XYZ format:
```
60
Properties=species:S:1:pos:R:3:forces:R:3
C -5.990442 2.819526 -1.589373 -0.1 -0.1 0.1
C -4.980376 1.684647 -1.739205 0.0 0.1 -0.1
C -5.603261 0.330963 -1.419825 0.0 0.0 0.0
C -3.693024 1.974443 -0.927282 0.1 -0.2 -0.1
N -3.468961 1.152534 0.240808 -0.1 0.1 0.1
N -4.304233 1.280944 1.356843 0.0 0.0 0.0
C -4.077049 0.154536 2.134837 0.0 0.0 0.0
C -4.705643 0.051394 3.491172 0.0 0.0 0.0
C -4.721049 -1.411609 3.909552 0.0 0.0 0.0
O -3.823702 -1.905124 4.566772 0.0 0.0 0.0
N -5.766820 -2.132362 3.446473 0.0 0.0 0.0
C -6.670122 -1.865941 2.313312 0.0 0.0 0.0
C -6.600960 -3.365722 1.941359 0.0 0.0 0.0
C -5.872327 -3.686597 0.638593 0.0 0.0 0.0
N -6.736536 -3.968842 -0.509339 0.0 0.0 0.0
C -6.479889 -5.200091 -1.240663 0.0 0.0 0.0
C -7.549774 -2.982007 -0.950547 0.0 0.0 0.0
O -7.667687 -1.947395 -0.296831 0.0 0.0 0.0
C -8.288912 -3.226005 -2.254158 0.0 0.0 0.0
C -9.059020 -2.089436 -2.930105 0.0 0.0 0.0
O -9.489969 -2.275855 -4.054302 0.0 0.0 0.0
N -9.237658 -0.950284 -2.237452 0.0 0.0 0.0
C -9.957205 0.152245 -2.794869 0.0 0.0 0.0
C -9.650209 1.507443 -2.243963 0.0 0.0 0.0
C -9.220082 1.145357 -3.641898 0.0 0.0 0.0
C -5.725499 -3.575855 3.205780 0.0 0.0 0.0
C -3.304758 -0.726658 1.473856 0.0 0.0 0.0
C -2.933495 -0.125251 0.195526 0.0 0.0 0.0
O -2.326999 -0.580678 -0.759778 0.0 0.0 0.0
H -6.350709 2.882247 -0.557818 0.0 0.0 0.0
H -5.546012 3.782061 -1.850175 0.0 0.0 0.0
H -6.855120 2.665371 -2.237000 0.0 0.0 0.0
H -4.673390 1.664082 -2.789267 0.0 0.0 0.0
H -5.963822 0.290832 -0.389950 0.0 0.0 0.0
H -6.460845 0.149992 -2.071004 0.0 0.0 0.0
H -4.890970 -0.482153 -1.568627 0.0 0.0 0.0
H -2.814218 1.793199 -1.544669 0.0 0.0 0.0
H -3.663638 3.022504 -0.618935 0.0 0.0 0.0
H -4.192316 2.173520 1.826167 0.0 0.0 0.0
H -4.119369 0.599904 4.228969 0.0 0.0 0.0
H -5.713294 0.470641 3.458566 0.0 0.0 0.0
H -7.654213 -1.513966 2.622236 0.0 0.0 0.0
H -6.264839 -1.198122 1.556139 0.0 0.0 0.0
H -7.559537 -3.880861 1.972410 0.0 0.0 0.0
H -5.188211 -2.867023 0.391974 0.0 0.0 0.0
H -5.264545 -4.580064 0.784434 0.0 0.0 0.0
H -7.334803 -5.482049 -1.846634 0.0 0.0 0.0
H -5.602556 -5.113168 -1.887550 0.0 0.0 0.0
H -6.303744 -6.003970 -0.527514 0.0 0.0 0.0
H -7.597032 -3.591832 -3.013366 0.0 0.0 0.0
H -9.014296 -4.030491 -2.105130 0.0 0.0 0.0
H -8.831589 -0.906547 -1.310284 0.0 0.0 0.0
H -10.978462 -0.072273 -3.073861 0.0 0.0 0.0
H -10.467297 2.202715 -2.116222 0.0 0.0 0.0
H -8.881116 1.565932 -1.484230 0.0 0.0 0.0
H -8.169386 0.951427 -3.811066 0.0 0.0 0.0
H -9.746354 1.588327 -4.475096 0.0 0.0 0.0
H -4.710456 -3.940743 3.030427 0.0 0.0 0.0
H -6.182696 -4.165180 4.000290 0.0 0.0 0.0
H -3.003517 -1.706421 1.804541 0.0 0.0 0.0
```
Positions in Å, forces in eV/Å.

HOMO = -8.6768 eV
Total charge = 0
Energy = -1355.4324 Eh
E_LUMO = 0.50 eV
SMILES = CC(C)Cn1[nH]c(CC(=O)N2CC(CN(C)C(=O)CC(=O)NC3CC3)C2)cc1=O


Entry 4:
DFT (ωB97M-V with the def2-TZVPD basis set) results for 10 unconnected molecules or ions with the total composition C25H75N5O10 in a non-equilibrium geometry.

The geometry in XYZ format:
```
115
Properties=species:S:1:pos:R:3:forces:R:3
C 3.594891 -2.369156 -1.715250 0.0 0.4 0.5
O 4.358061 -2.674256 -2.848540 -0.1 -0.5 -1.0
H 2.540421 -2.572126 -1.902330 0.1 -0.1 -0.3
H 3.877901 -2.957966 -0.842730 0.1 0.0 0.1
H 3.677191 -1.307156 -1.483970 0.0 0.1 0.2
H 5.301691 -2.557286 -2.716320 -0.1 0.1 0.4
C -0.833399 0.173694 -1.087820 0.8 -0.7 -0.2
O -0.388939 -1.154606 -0.923900 -0.1 -0.7 0.6
H -1.697559 0.310594 -0.437750 0.1 0.4 -0.2
H 0.025351 0.785264 -0.811000 -0.4 0.8 0.0
H -1.058059 0.296204 -2.147350 -0.4 0.6 0.1
H -0.109979 -1.520896 -1.766280 0.0 -0.5 -0.4
C 1.873441 1.029684 -3.664500 -0.3 0.5 1.5
O 1.548271 2.308894 -3.042760 -0.5 -1.2 -1.5
H 2.876231 0.696124 -3.397560 0.4 0.4 -0.4
H 1.280721 0.275104 -3.147410 -0.5 -0.2 -0.4
H 1.712031 1.042484 -4.742410 0.0 0.1 0.2
H 2.275891 2.531334 -2.457350 0.8 0.1 0.4
C -1.626519 2.662014 -4.234040 0.1 0.3 0.0
O -0.702779 3.724244 -4.021080 -0.5 -0.3 -0.4
H -2.308029 2.598704 -3.385720 -0.3 -0.1 0.0
H -2.175679 2.835504 -5.159470 -0.2 0.1 0.1
H -1.152399 1.686914 -4.345780 0.3 -0.1 0.1
H 0.115811 3.309074 -3.739760 0.6 0.0 0.3
C -5.348399 0.906024 -0.987030 -0.6 1.2 0.3
O -5.867549 1.025454 0.367600 0.6 -0.5 -0.8
H -6.084259 0.435764 -1.639300 0.2 -0.3 0.0
H -5.210429 1.929644 -1.335280 0.1 0.1 -0.3
H -4.369319 0.432894 -1.062140 -0.3 -0.3 0.6
H -6.722619 1.450324 0.267980 -0.1 0.0 0.2
C 1.358091 -0.708246 2.468690 0.8 1.2 0.9
C 1.399331 -2.164746 2.039640 0.0 1.2 -0.4
C 1.945181 -3.120356 3.072140 0.4 -1.7 -0.6
O 3.359381 -3.351056 2.854770 0.9 0.2 0.9
C 3.924771 -4.451416 3.647730 -1.6 1.1 -0.2
N 0.051321 -2.495566 1.696470 -1.9 -1.1 -0.8
H 0.633491 -0.582376 3.273180 -0.3 -0.2 0.0
H 1.072871 -0.012666 1.679430 -0.3 -0.3 -0.3
H 2.246381 -0.232926 2.884740 0.6 -0.5 -0.1
H 1.954411 -2.270626 1.107560 0.4 -0.1 0.1
H 1.508651 -4.110836 2.943780 -0.5 0.0 -0.4
H 1.565421 -2.824726 4.050140 0.9 0.4 0.6
H 5.012091 -4.520496 3.680300 0.0 0.7 -0.5
H 3.554781 -5.397466 3.252500 -0.2 -0.1 0.1
H 3.575141 -4.278576 4.665570 0.1 -0.4 0.2
H -0.178349 -2.138756 0.779940 0.6 -0.3 -0.7
H -0.665439 -1.965946 2.171720 0.4 0.0 1.2
C -3.460339 -2.405256 3.462520 -1.0 0.8 0.5
C -3.963409 -1.131086 2.763080 2.3 -0.6 0.9
C -2.860329 -0.682916 1.807500 -0.7 0.8 -0.9
O -1.739199 -0.044016 2.369360 0.4 1.3 0.9
C -1.850029 1.382884 2.653730 -1.3 -0.7 -0.5
N -5.147669 -1.369296 2.033760 -0.8 -0.2 -0.8
H -3.525499 -3.251756 2.778940 0.3 0.0 0.1
H -4.145349 -2.536556 4.300140 0.0 -0.6 0.2
H -2.476279 -2.235076 3.899270 0.1 -0.2 -0.3
H -4.085699 -0.374736 3.538390 0.1 0.4 0.2
H -3.312939 -0.034426 1.057360 -0.2 0.5 -0.1
H -2.499969 -1.518406 1.207330 0.1 -0.3 0.3
H -2.251769 1.921044 1.795190 0.6 -0.1 -0.7
H -0.922589 1.827994 3.014030 0.2 -0.6 -0.3
H -2.633349 1.657974 3.360020 0.0 -0.7 0.7
H -5.390659 -0.514626 1.553540 -0.5 0.0 -0.2
H -5.915499 -1.623976 2.638490 -0.1 -0.1 0.0
C 0.833191 5.966034 2.511610 -0.2 0.1 0.0
C -0.701199 6.244044 2.515990 0.3 -1.2 0.8
C -1.581829 5.218914 1.732340 1.6 0.8 -1.6
O -1.082359 5.211754 0.381070 0.3 0.3 0.3
C -1.522099 4.204914 -0.490900 0.2 -0.1 -0.4
N -1.085879 6.194974 3.933520 -0.2 0.1 0.6
H 1.338981 6.231534 1.583280 -0.3 -0.4 -0.2
H 1.056331 4.945814 2.823780 -0.2 -0.4 -0.5
H 1.382331 6.514934 3.276630 -0.6 0.6 0.2
H -0.875399 7.252524 2.140880 -0.1 -0.1 -0.1
H -2.608739 5.581624 1.687650 -0.3 -0.2 0.4
H -1.498049 4.201344 2.113950 -0.1 0.0 0.5
H -1.054769 3.229484 -0.355850 0.1 -0.3 0.8
H -1.170409 4.450404 -1.492970 -0.4 0.4 -0.1
H -2.605039 4.083074 -0.468940 -0.2 0.0 -0.1
H -0.701539 5.376714 4.383900 0.6 -0.1 -0.1
H -2.068419 6.043914 4.112150 -0.5 0.5 -0.5
C 2.308371 2.886914 0.231290 -3.2 -0.3 0.5
C 3.690871 2.746754 -0.128980 1.7 -0.5 -0.1
C 4.228401 1.308804 0.060930 0.6 -0.1 0.5
O 4.379671 0.875354 1.401630 0.1 0.1 0.3
C 4.984131 -0.442316 1.440630 -1.1 1.0 -0.2
N 3.795031 3.006954 -1.582300 0.9 -0.2 0.2
H 1.732081 2.086354 -0.232490 -0.3 -0.1 0.1
H 1.873481 3.809554 -0.153040 0.1 0.2 0.1
H 2.125601 2.871914 1.305760 0.1 -0.1 0.0
H 4.171621 3.447184 0.553940 1.1 0.1 -0.4
H 5.223411 1.185324 -0.366630 0.3 0.4 -0.6
H 3.586611 0.612394 -0.478720 -0.4 0.0 -0.2
H 5.993201 -0.426346 1.028780 0.2 0.1 0.0
H 4.340891 -1.072166 0.826120 0.2 -0.5 0.1
H 4.988161 -0.789976 2.473690 -0.1 0.1 -0.2
H 4.742301 2.806374 -1.869610 0.2 -0.2 -0.3
H 3.662981 3.964854 -1.874000 -0.3 0.4 0.5
C 0.899091 -4.821396 -3.216680 0.0 -1.1 -1.1
C -0.332049 -4.068696 -3.728470 1.4 -0.4 -0.1
C -1.637869 -4.488286 -3.064160 0.2 0.3 0.6
O -2.038199 -5.785336 -3.399250 -0.5 -0.7 -0.4
C -3.232129 -6.294276 -2.781900 0.5 -0.3 -0.5
N -0.044349 -2.670826 -3.478530 -0.1 1.7 0.5
H 1.154521 -4.712256 -2.162660 -0.4 0.1 0.0
H 1.780691 -4.613176 -3.822920 0.1 0.8 0.1
H 0.795131 -5.865936 -3.510350 -0.4 -0.4 0.7
H -0.308119 -4.136376 -4.816110 -0.7 -0.9 -0.2
H -2.370209 -3.719236 -3.309820 -0.5 0.0 -0.1
H -1.469209 -4.463956 -1.987560 0.0 0.4 0.3
H -3.321729 -7.343086 -3.064870 0.3 0.0 -0.2
H -4.139909 -5.828866 -3.165870 0.0 0.5 0.2
H -3.210519 -6.320126 -1.692420 0.2 0.6 0.1
H -0.720509 -2.050676 -3.900810 -0.7 -0.1 0.0
H 0.774461 -2.420916 -4.014440 0.5 -0.2 0.2
```
Positions in Å, forces in eV/Å.

HOMO = -8.3532 eV
Total charge = 0
Energy = -2023.4343 Eh
E_LUMO = 0.47 eV
SMILES = COC[C@H](C)N.COC[C@H](C)N.COC[C@H](C)N.COC[C@H](C)N.COC[C@H](C)N.CO.CO.CO.CO.CO